(1)
{"formula": "C38H68BrN9O3P2S", "method": "ωB97M-V/def2-TZVPD", "species": ["O", "C", "O", "C", "P", "S", "P", "O", "Br", "H", "H", "H", "H", "H", "C", "C", "C", "C", "N", "H", "H", "H", "H", "H", "H", "H", "C", "C", "C", "C", "N", "H", "H", "H", "H", "H", "H", "H", "C", "C", "C", "C", "N", "H", "H", "H", "H", "H", "H", "H", "C", "C", "C", "C", "N", "H", "H", "H", "H", "H", "H", "H", "C", "C", "C", "C", "N", "H", "H", "H", "H", "H", "H", "H", "C", "C", "C", "C", "N", "H", "H", "H", "H", "H", "H", "H", "C", "C", "C", "C", "N", "H", "H", "H", "H", "H", "H", "H", "C", "C", "C", "C", "N", "H", "H", "H", "H", "H", "H", "H", "C", "C", "C", "C", "N", "H", "H", "H", "H", "H", "H", "H"], "xyz": [[4.78831, -0.38920, -1.15662], [4.37402, 0.46072, -1.94945], [3.11210, 0.47719, -2.57134], [2.07420, -0.11171, -1.68432], [0.51016, 0.91564, -1.96488], [-1.14280, -0.10151, -2.10936], [1.94293, -1.94464, -2.17093], [0.62816, -2.80254, -1.35540], [1.34164, -2.01928, -4.39508], [5.10255, 1.29569, -2.25487], [2.35702, -0.01154, -0.58942], [0.67960, 1.77922, -3.09273], [0.38703, 1.78640, -0.81261], [0.50882, -2.39606, -0.41650], [2.87700, 0.91384, -9.09915], [2.67762, 0.17394, -7.78043], [1.22189, -0.23117, -7.53868], [0.35440, 0.98934, -7.49119], [-0.31955, 1.94124, -7.45413], [2.32188, 1.85496, -9.12109], [3.93259, 1.15686, -9.24247], [2.55097, 0.30175, -9.94534], [3.02604, 0.80993, -6.96063], [3.30221, -0.72385, -7.77838], [1.13430, -0.76791, -6.59072], [0.86936, -0.89064, -8.33623], [-1.53556, -7.10761, -0.48826], [-2.70454, -6.13883, -0.63147], [-2.62056, -5.28834, -1.90180], [-1.36666, -4.46364, -1.88560], [-0.37230, -3.79734, -1.87278], [-0.58217, -6.57922, -0.40419], [-1.65167, -7.71217, 0.41447], [-1.47987, -7.78428, -1.34597], [-2.73626, -5.48856, 0.24831], [-3.63885, -6.70818, -0.64428], [-3.48546, -4.62234, -1.96532], [-2.61669, -5.92535, -2.79052], [1.21516, 0.13217, 4.27895], [-0.12659, -0.17207, 3.62358], [-0.09486, -1.43666, 2.75998], [0.90301, -1.27556, 1.65744], [1.67828, -1.14968, 0.79066], [1.99242, 0.32610, 3.53519], [1.13692, 1.02304, 4.90587], [1.54133, -0.70070, 4.90969], [-0.42578, 0.68626, 3.01375], [-0.88154, -0.29166, 4.40075], [-1.08108, -1.61950, 2.32350], [0.17559, -2.30750, 3.36314], [0.74897, 6.02131, 1.22304], [2.06739, 5.89208, 0.46743], [2.16421, 4.59772, -0.34386], [2.06494, 3.41440, 0.56960], [1.98801, 2.49327, 1.28267], [0.62726, 5.22402, 1.96059], [0.71233, 6.97027, 1.76287], [-0.10174, 5.98777, 0.53587], [2.89323, 5.94302, 1.18365], [2.17518, 6.74503, -0.20844], [3.11770, 4.55785, -0.87610], [1.36050, 4.54697, -1.08363], [9.60340, -3.09246, -0.61352], [8.24965, -2.47330, -0.28309], [7.97123, -1.19085, -1.07029], [9.01253, -0.16154, -0.75156], [9.82389, 0.63983, -0.50335], [10.42763, -2.42448, -0.35042], [9.74420, -4.01837, -0.05076], [9.67730, -3.32764, -1.67922], [8.20795, -2.26492, 0.79089], [7.46330, -3.20213, -0.50019], [6.98637, -0.79605, -0.80788], [7.98148, -1.39040, -2.14514], [7.74275, -5.52883, 2.68210], [6.39844, -5.83889, 2.03217], [6.42496, -7.11603, 1.18848], [7.42452, -6.97525, 0.08160], [8.20324, -6.86570, -0.77992], [8.51982, -5.34931, 1.93476], [7.66900, -4.62787, 3.29566], [8.06684, -6.35260, 3.32499], [6.10139, -4.98943, 1.40916], [5.64112, -5.94416, 2.81423], [5.43872, -7.30160, 0.75646], [6.69281, -7.97827, 1.80471], [-3.96430, 2.84030, 2.81331], [-4.19023, 1.33723, 2.91951], [-4.23377, 0.84377, 4.36804], [-2.93129, 1.14126, 5.04536], [-1.91375, 1.37300, 5.56731], [-2.99893, 3.13454, 3.23420], [-3.96983, 3.15191, 1.76621], [-4.75057, 3.39118, 3.33649], [-3.39416, 0.81890, 2.37452], [-5.13384, 1.08385, 2.42772], [-4.41079, -0.23438, 4.39340], [-5.04308, 1.33319, 4.91650], [-8.69597, 7.02534, 3.90326], [-7.37203, 6.91520, 3.15404], [-7.26195, 5.63430, 2.32282], [-7.35987, 4.43654, 3.21749], [-7.43617, 3.50415, 3.91585], [-8.81770, 6.21592, 4.62739], [-8.74165, 7.96568, 4.45779], [-9.54209, 6.99778, 3.21018], [-6.55103, 6.95970, 3.87659], [-7.26500, 7.77942, 2.49232], [-6.30597, 5.60828, 1.79672], [-8.05966, 5.59025, 1.57736], [-9.53854, 1.23655, 0.53328], [-8.91513, 1.20345, -0.85846], [-7.38500, 1.22245, -0.82580], [-6.90510, 2.47532, -0.16023], [-6.53129, 3.45072, 0.35857], [-9.28562, 2.15634, 1.06677], [-10.62781, 1.19225, 0.46244], [-9.20195, 0.38653, 1.13405], [-9.28411, 2.05877, -1.43298], [-9.24927, 0.30020, -1.37661], [-6.98626, 1.18403, -1.84228], [-7.00171, 0.35729, -0.27848]], "spin_multiplicity": 1, "e_homo_ha": -0.2242}

(2)
{"formula": "C38H68Cl52NO3S", "method": "ωB97M-V/def2-TZVPD", "species": ["C", "C", "S", "C", "C", "N", "C", "O", "C", "C", "C", "C", "C", "C", "C", "O", "O", "H", "H", "H", "H", "H", "H", "H", "H", "H", "H", "H", "H", "H", "H", "H", "H", "C", "Cl", "Cl", "H", "H", "C", "Cl", "Cl", "H", "H", "C", "Cl", "Cl", "H", "H", "C", "Cl", "Cl", "H", "H", "C", "Cl", "Cl", "H", "H", "C", "Cl", "Cl", "H", "H", "C", "Cl", "Cl", "H", "H", "C", "Cl", "Cl", "H", "H", "C", "Cl", "Cl", "H", "H", "C", "Cl", "Cl", "H", "H", "C", "Cl", "Cl", "H", "H", "C", "Cl", "Cl", "H", "H", "C", "Cl", "Cl", "H", "H", "C", "Cl", "Cl", "H", "H", "C", "Cl", "Cl", "H", "H", "C", "Cl", "Cl", "H", "H", "C", "Cl", "Cl", "H", "H", "C", "Cl", "Cl", "H", "H", "C", "Cl", "Cl", "H", "H", "C", "Cl", "Cl", "H", "H", "C", "Cl", "Cl", "H", "H", "C", "Cl", "Cl", "H", "H", "C", "Cl", "Cl", "H", "H", "C", "Cl", "Cl", "H", "H", "C", "Cl", "Cl", "H", "H", "C", "Cl", "Cl", "H", "H"], "xyz": [[1.22717, -0.99251, 4.83481], [1.53854, 0.45173, 4.47507], [3.14095, 0.70524, 3.64365], [3.59317, -0.75724, 2.64627], [3.52883, -0.41333, 1.10383], [4.51208, -1.20356, 0.24765], [3.88092, -2.44185, -0.21588], [3.45920, -3.36853, 0.81850], [3.49828, -4.58940, 0.13247], [4.65569, -5.37813, 0.25973], [4.77426, -6.58124, -0.43954], [3.71830, -6.96427, -1.27627], [2.57779, -6.18771, -1.38489], [2.43005, -4.98466, -0.68905], [2.06612, -0.43220, 0.59174], [1.76358, -0.32590, -0.61638], [1.18333, -0.52794, 1.46967], [0.20391, -1.00996, 5.25008], [1.21789, -1.65529, 3.98276], [1.88229, -1.35327, 5.64634], [0.72832, 0.87686, 3.86759], [1.58404, 1.03653, 5.40903], [2.96851, -1.64285, 2.79775], [4.61843, -1.06811, 2.85632], [3.85745, 0.63260, 1.04315], [4.78925, -0.62519, -0.53431], [4.68005, -2.98811, -0.75943], [3.06352, -2.29550, -0.93651], [5.44077, -5.00434, 0.91452], [5.70598, -7.17429, -0.34590], [3.81051, -7.87672, -1.85157], [1.78340, -6.50437, -2.06153], [1.52673, -4.38456, -0.79342], [-1.72386, 0.54965, 0.99430], [-2.71996, 1.69109, 0.06642], [-2.26502, 0.44060, 2.67371], [-1.79711, -0.42882, 0.54250], [-0.69013, 0.88338, 0.97992], [-0.36085, -5.64646, 2.19081], [0.36745, -4.13547, 2.69881], [0.80097, -6.64468, 1.31553], [-0.70365, -6.18705, 3.06403], [-1.19895, -5.42896, 1.53915], [-3.79964, -1.68593, 4.95617], [-4.81254, -1.08108, 6.27545], [-3.31666, -3.36595, 5.23074], [-4.35857, -1.62833, 4.02929], [-2.90843, -1.07308, 4.88925], [-3.68729, 4.37893, 2.43085], [-4.28223, 5.97151, 1.93137], [-2.52861, 4.50839, 3.75956], [-4.52867, 3.77779, 2.75686], [-3.19916, 3.90535, 1.58673], [0.35364, 0.15398, 8.61463], [1.51594, 1.30823, 7.94788], [-1.05939, -0.03800, 7.57066], [0.84170, -0.80790, 8.72742], [0.02023, 0.51691, 9.58044], [2.91146, -0.55679, -3.65427], [4.49518, 0.07989, -3.18795], [2.93866, -2.31826, -3.85217], [2.19686, -0.30638, -2.87189], [2.61806, -0.10239, -4.59556], [5.44758, 3.59894, -2.53244], [5.44933, 2.30802, -1.33750], [6.50062, 4.93981, -2.04461], [5.80236, 3.20248, -3.47778], [4.43581, 3.97277, -2.64417], [-3.68387, 9.22094, 0.04075], [-4.96688, 9.34953, 1.25067], [-3.40243, 10.77148, -0.75560], [-2.77179, 8.90109, 0.53224], [-3.97694, 8.49157, -0.70756], [-5.00525, 2.99332, -2.47568], [-5.26169, 3.50290, -4.15171], [-4.79877, 4.37874, -1.39985], [-5.86804, 2.42297, -2.14785], [-4.11400, 2.37641, -2.42849], [8.15439, -4.29270, 2.66729], [7.30386, -3.03882, 1.77459], [7.61964, -4.37693, 4.35373], [7.94798, -5.23984, 2.18007], [9.21901, -4.08384, 2.64855], [5.58047, -9.93470, -3.65656], [4.72191, -8.67964, -4.55572], [5.00020, -10.05731, -1.99017], [5.42488, -10.88787, -4.15055], [6.63742, -9.69222, -3.64143], [-8.55184, 5.75679, 0.14808], [-8.11621, 4.13859, -0.41465], [-7.10859, 6.72737, 0.44660], [-9.15629, 6.24394, -0.60985], [-9.11602, 5.66877, 1.06987], [-8.16732, 10.03358, -0.68019], [-8.37100, 11.73395, -1.12601], [-9.72198, 9.18546, -0.63676], [-7.52800, 9.55164, -1.41171], [-7.71157, 9.97970, 0.30138], [-10.03132, 3.26154, -3.24541], [-10.19982, 4.97226, -3.66257], [-11.59980, 2.44403, -3.22396], [-9.39655, 2.78288, -3.98316], [-9.58146, 3.18439, -2.26096], [-13.61006, 10.25325, -0.77540], [-14.63156, 11.35475, -1.70758], [-14.13635, 10.15767, 0.91036], [-13.66568, 9.26463, -1.21718], [-12.58772, 10.61447, -0.80434], [-2.30049, 6.91853, 6.78902], [-3.58530, 7.02954, 8.00004], [-2.01383, 8.47701, 6.00571], [-1.38673, 6.59853, 7.27689], [-2.59265, 6.19756, 6.03460], [9.96410, 6.36303, -1.52275], [9.40539, 7.93447, -2.11400], [11.14202, 6.54957, -0.21755], [9.11275, 5.80460, -1.14998], [10.42908, 5.82505, -2.34091], [1.14695, -11.68513, -2.70357], [1.94779, -10.17409, -2.28481], [2.22588, -12.75457, -3.62021], [0.84797, -12.18965, -1.79099], [0.27485, -11.46753, -3.31002], [-3.33188, -8.08465, 2.01295], [-1.90165, -8.19909, 3.05038], [-2.99567, -7.21563, 0.51099], [-3.66213, -9.08729, 1.76612], [-4.11220, -7.55892, 2.55244], [5.92425, -4.17517, -5.61648], [5.38173, -4.90719, -4.10858], [7.46949, -4.85555, -6.15625], [5.17778, -4.35566, -6.38186], [6.04675, -3.10846, -5.46230], [-4.37041, 10.47026, -4.55986], [-5.65443, 10.59206, -3.35596], [-4.10743, 12.01428, -5.38373], [-3.45116, 10.17767, -4.06352], [-4.64897, 9.72352, -5.29541], [3.62671, -14.86671, -0.94491], [2.65311, -14.21132, 0.37778], [3.94304, -16.59261, -0.71674], [3.09063, -14.72841, -1.87799], [4.57264, -14.33774, -0.98022], [-3.11466, -2.10113, -1.50834], [-4.10681, -0.96466, -2.43406], [-3.65772, -2.21482, 0.17038], [-3.18749, -3.08101, -1.96606], [-2.08352, -1.76015, -1.52247], [7.60375, 0.90332, 1.58853], [7.55035, 2.62377, 1.15937], [5.98089, 0.19108, 1.58271], [8.21082, 0.38181, 0.85505], [8.04544, 0.79815, 2.57459], [-6.64169, 12.12396, -7.79881], [-6.82119, 13.82058, -8.26285], [-8.20393, 11.29612, -7.75026], [-6.00579, 11.62853, -8.52431], [-6.18920, 12.07796, -6.81405], [8.39934, -8.27898, 0.72625], [8.46131, -6.55084, 0.37301], [6.74960, -8.92329, 0.71019], [8.97480, -8.80478, -0.02743], [8.83235, -8.44480, 1.70658]], "spin_multiplicity": 1, "e_homo_ha": -0.1885, "total_charge": -1}

Number 1: F_max 17.8 eV Å⁻¹, E_LUMO 0.005 hartree, DFT total energy -5861.848643 Eh. Number 2: F_max 3.7 eV Å⁻¹, E_LUMO 0.047 hartree, DFT total energy -26097.304646 Eh.